Entry 1:
This record from the OMol25 dataset describes a structure of composition C3H8N2 in a non-equilibrium geometry. The level of theory is ωB97M-V with the def2-TZVPD basis set.

Last column: natural (NBO) charge in e.
CARTESIAN COORDINATES (ANGSTROEM)
1 C 0.0875 1.0147 -0.8333  -0.429
2 C -0.2155 1.0320 0.6796  -0.308
3 N -0.1462 -1.2756 -0.8518  -0.580
4 C 0.0406 -1.2393 0.6812  -0.138
5 N 0.3337 -0.0731 1.3941  -0.438
6 H 1.1341 1.3391 -0.9113  0.217
7 H -0.4763 1.6816 -1.4749  0.233
8 H -0.0458 -0.2300 -1.0613  0.248
9 H -1.3630 1.1107 0.7206  0.193
10 H 0.1110 1.9492 1.1694  0.256
11 H 0.7440 -1.5967 -1.2589  0.350
12 H -0.9788 -1.6682 0.8604  0.224
13 H 0.7748 -2.0443 0.8862  0.174

For the HOMO energy, the calculation gives -7.47 eV. The energy above the lowest of the compared OMol25 structures with the same formula, charge and spin is 7.647 eV. The HOMO-LUMO gap comes out at 5.613 eV. The net charge is 0.



Entry 2:
This record from the OMol25 dataset describes a structure of composition C37H49N8O15 in a non-equilibrium geometry. The level of theory is ωB97M-V with the def2-TZVPD basis set.

Last column: Löwdin charge in e.
CARTESIAN COORDINATES (ANGSTROEM)
1 C -0.9729 -0.3819 -0.0931  -0.843
2 O 0.0468 -0.2789 -0.8475  -0.101
3 O -2.1166 -0.8080 -0.6747  0.053
4 O -0.8144 -0.2548 1.1275  -0.038
5 H -1.9033 -0.6997 -1.6330  0.109
6 C 0.6544 -1.0066 5.4747  -0.138
7 C 1.0421 -0.1716 4.2668  0.095
8 C 1.5260 1.3036 4.6649  0.129
9 C 1.5679 1.6924 6.1981  -0.074
10 C 1.3376 0.6887 7.3031  0.114
11 C 0.7928 -0.7499 6.7493  -0.076
12 N 1.8940 3.0642 6.6507  -0.403
13 O 1.5962 3.3850 7.7805  0.067
14 O 2.0756 3.7847 5.7168  0.066
15 H 0.2448 -2.0955 5.2297  0.142
16 H 0.9609 -0.6010 3.4350  -0.025
17 H 1.8176 1.9888 4.0729  -0.040
18 H 1.4393 0.9987 8.2440  0.025
19 H 0.5192 -1.4964 7.4800  0.083
20 C 1.0760 3.9945 2.1435  -0.044
21 C 2.5590 4.4277 2.3730  -0.005
22 C 3.7777 3.5224 2.0437  0.094
23 C 3.4439 2.4053 0.8907  -0.001
24 C 1.8838 2.0489 0.6943  0.087
25 C 0.8106 2.9103 1.2444  -0.077
26 N 4.5532 1.7032 0.2057  -0.367
27 O 5.6946 2.2371 0.1914  0.020
28 O 4.4005 0.6807 -0.4376  0.044
29 H 0.2053 4.6584 2.4298  0.111
30 H 2.7121 5.1209 3.0445  -0.001
31 H 4.7275 3.7226 2.3597  0.036
32 H 1.5907 1.2754 0.0633  0.025
33 H -0.2187 3.0093 1.1211  0.042
34 C 1.0625 -4.7708 -2.7105  -0.034
35 C 0.9663 -5.2114 -4.2178  0.034
36 C 0.5313 -4.2269 -5.4260  0.099
37 C 0.3475 -2.7122 -4.9874  -0.044
38 C 0.4493 -2.3918 -3.4527  0.039
39 C 0.8961 -3.4142 -2.5002  -0.113
40 N 0.2965 -1.6030 -5.9729  -0.412
41 O -0.1759 -0.5770 -5.5375  0.043
42 O 0.9132 -1.6972 -6.9873  0.092
43 H 1.4129 -5.3112 -1.8004  0.089
44 H 0.9013 -6.2518 -4.4117  0.039
45 H 0.6601 -4.4438 -6.3268  -0.026
46 H 0.3486 -1.2447 -3.2743  0.100
47 H 1.1895 -2.8994 -1.6461  0.056
48 C 2.5250 2.4105 -4.5521  -0.047
49 C 2.1481 1.5870 -3.2340  0.046
50 C 2.7168 0.1107 -3.2028  0.078
51 C 3.7514 -0.3679 -4.3668  -0.045
52 C 4.2024 0.5745 -5.4273  0.046
53 C 3.4528 1.9202 -5.4827  -0.083
54 N 4.3346 -1.7472 -4.1884  -0.322
55 O 5.5270 -1.8816 -4.7516  -0.038
56 O 4.1028 -2.5444 -3.3591  0.082
57 H 2.0479 3.3345 -4.8165  0.072
58 H 1.4384 1.6763 -2.4089  0.049
59 H 2.3452 -0.4824 -2.5248  -0.020
60 H 4.9197 0.2744 -6.2073  0.100
61 H 3.6200 2.3809 -6.3929  0.056
62 C -3.2167 -2.3087 3.8548  -0.357
63 O -2.6340 -2.3652 4.9324  -0.013
64 N -4.4866 -2.6634 3.6238  -0.180
65 C -5.0380 -2.6004 2.2620  -0.098
66 C -5.4064 -3.2347 4.6504  -0.040
67 H -2.7683 -1.7544 2.8110  0.177
68 H -6.0153 -1.8462 2.2845  0.118
69 H -5.6960 -3.4370 1.7974  0.098
70 H -4.3259 -2.0648 1.5565  0.082
71 H -4.9479 -4.0571 5.2875  0.107
72 H -6.3319 -3.6275 4.2233  0.079
73 H -5.7554 -2.7057 5.4492  0.039
74 C -2.0962 2.8322 -5.1559  -0.290
75 O -2.7629 3.3263 -6.1312  -0.069
76 N -2.2548 3.2029 -3.8944  -0.221
77 C -1.5311 2.4169 -2.8799  -0.027
78 C -3.0946 4.1962 -3.3798  -0.057
79 H -1.3791 2.0798 -5.3323  0.107
80 H -1.1149 3.0953 -2.1473  0.089
81 H -0.8030 1.7540 -3.3408  0.074
82 H -2.2518 1.8437 -2.3420  0.067
83 H -3.8325 4.4631 -4.2588  0.140
84 H -2.4084 4.8836 -2.9546  0.074
85 H -3.6032 3.7386 -2.4671  0.098
86 C 1.4160 -3.7877 1.2995  -0.329
87 O 0.9269 -4.9149 1.4947  -0.013
88 N 2.5492 -3.5394 0.6444  -0.206
89 C 3.1180 -2.1610 0.6148  -0.018
90 C 3.4245 -4.5711 0.2637  -0.069
91 H 0.9434 -2.8916 1.5415  0.109
92 H 3.5663 -1.8461 -0.6297  0.182
93 H 3.6500 -1.7956 1.3850  0.033
94 H 2.2163 -1.6117 0.6055  0.036
95 H 3.6979 -5.0403 1.2113  0.108
96 H 4.1901 -4.2761 -0.4668  0.096
97 H 2.8830 -5.1268 -0.5117  0.065
98 C -5.3116 1.2054 2.1626  -0.303
99 O -6.4886 1.4450 2.5256  -0.035
100 N -4.6820 2.0722 1.3523  -0.186
101 C -3.2788 1.8562 1.0433  -0.070
102 C -5.3053 3.2278 0.6957  -0.041
103 H -4.5393 0.5851 2.5649  0.115
104 H -2.9939 0.9912 1.6281  0.055
105 H -2.3154 2.3943 1.3970  0.106
106 H -3.0856 1.7466 0.0157  0.049
107 H -6.2055 3.4553 1.1965  0.046
108 H -5.6463 2.6467 -0.2995  0.139
109 H -4.8302 4.2009 0.4701  0.089

For the HOMO energy, the calculation gives -6.21 eV. The energy above the lowest of the compared OMol25 structures with the same formula, charge and spin is 5.714 eV. The HOMO-LUMO gap comes out at 6.836 eV. The net charge is -1.



Entry 3:
This record from the OMol25 dataset describes a structure of composition C19H25N3O4S in a non-equilibrium geometry. The level of theory is ωB97M-V with the def2-TZVPD basis set.

Last column: natural (NBO) charge in e.
CARTESIAN COORDINATES (ANGSTROEM)
1 C -5.0077 -1.7491 -2.4706  -0.190
2 H -5.9283 -1.7538 -2.1693  0.151
3 H -4.3718 -2.5416 -2.2066  0.146
4 H -5.0332 -1.8177 -3.6698  0.166
5 O -4.3516 -0.7393 -2.3857  -0.459
6 C -4.2668 -0.3298 -0.8679  0.222
7 C -3.6406 0.8315 -0.5025  -0.149
8 C -3.3552 1.4013 0.5084  -0.267
9 C -3.8261 0.6374 1.6068  -0.140
10 C -4.3716 -0.6313 1.4381  -0.249
11 C -4.6947 -0.8230 0.1705  -0.247
12 H -5.2448 -1.8658 -0.1090  0.190
13 H -4.7248 -1.3742 2.1615  0.239
14 H -3.5994 1.0249 2.7542  0.209
15 S -2.5177 2.9199 0.7286  0.231
16 C -1.4754 2.5464 2.4105  -0.504
17 C -0.6004 1.1997 2.0237  0.225
18 N -1.0370 0.1299 2.4835  -0.120
19 O -0.0587 -0.6212 1.7998  -0.280
20 C 0.7057 -0.0565 1.1847  0.290
21 C 0.4467 1.2481 1.0050  -0.244
22 C 1.0927 2.5268 0.6833  0.658
23 O 1.0735 3.6497 1.0862  -0.614
24 N 1.9040 2.2211 -0.3706  -0.665
25 H 2.1438 1.3751 -1.0520  0.454
26 C 2.8611 3.2057 -1.2018  -0.059
27 C 2.5727 2.9194 -2.7019  -0.626
28 H 1.5482 3.4053 -2.9715  0.235
29 H 3.0599 3.8393 -3.0908  0.222
30 H 2.9134 2.0927 -2.9996  0.197
31 C 4.2589 3.0897 -0.8795  -0.590
32 H 4.8324 3.7040 -1.4436  0.215
33 H 4.4151 3.1020 0.2668  0.232
34 H 4.5534 1.8638 -1.1698  0.177
35 H 2.4001 4.0838 -0.8065  0.226
36 C 1.7578 -0.7662 0.4062  0.681
37 O 2.4646 -0.5552 -0.7021  -0.573
38 N 1.7209 -2.2132 1.0796  -0.592
39 H 1.0580 -2.4532 1.5588  0.368
40 C 2.4525 -3.1460 0.3569  -0.134
41 C 1.7835 -4.4285 -0.2277  -0.613
42 H 0.9263 -4.7528 0.5946  0.200
43 H 2.2355 -5.1549 -0.8096  0.235
44 H 1.0258 -4.0583 -1.1349  0.195
45 C 3.3456 -3.7934 1.2910  -0.622
46 H 4.2061 -3.1366 1.8095  0.218
47 H 2.9219 -4.4323 2.1745  0.216
48 H 4.2505 -4.7508 0.9865  0.203
49 H 3.2159 -2.6953 -0.6010  0.248
50 H -2.1277 2.5297 3.2391  0.224
51 H -0.7220 3.4946 2.2900  0.299
52 H -3.1912 1.5982 -1.5539  0.163

For the HOMO energy, the calculation gives -8.75 eV. The energy above the lowest of the compared OMol25 structures with the same formula, charge and spin is 23.007 eV. The HOMO-LUMO gap comes out at 7.950 eV. The net charge is 0.



Look up the net charge of the third one.
0